The following is a quantum chemistry calculation of a 2-piece molecular cluster, C5H10O overall, from OMol25.

Last column: Mulliken charge in e.
CARTESIAN COORDINATES (ANGSTROEM)
O  1.9353  -0.6343  0.7748  -0.508
C  0.8073  0.1899  0.7168  0.020
C  -0.4781  -0.4361  0.2502  -0.314
C  -1.6059  0.5920  0.2214  -0.625
C  -0.7228  1.5210  -0.6633  -0.723
C  0.3588  0.4449  -0.6755  -0.249
H  2.0049  -0.9941  1.6646  0.324
H  0.7903  1.0015  1.4521  0.298
H  -0.5947  -1.5154  0.2364  0.308
H  -2.4749  0.2257  -0.3327  0.282
H  -1.9465  0.9876  1.1857  0.265
H  -0.4160  2.4695  -0.2068  0.258
H  -1.1607  1.7277  -1.6424  0.287
H  0.9867  0.1486  -1.5101  0.384
H  1.4082  -2.5810  -0.5456  -0.249
H  1.1079  -3.1475  -0.9256  0.243

The SMILES is O[C@@H]1[C@H]2CC[C@@H]12.[H][H]. For the highest occupied orbital energy, the calculation gives -9.45 eV. For the frontier orbital gap, the calculation gives 0.3843 hartree. The spin multiplicity is 1. For the LUMO energy, the calculation gives 1.01 eV.

The following is a quantum chemistry calculation of a single C5H7NO molecule, from OMol25.

Last column: Mulliken charge in e.
CARTESIAN COORDINATES (ANGSTROEM)
C  1.6187  -1.0708  0.8114  -0.335
N  0.3813  -1.2589  0.6334  -0.377
C  -0.5139  -0.1695  0.9785  -0.685
C  -1.3840  0.2148  -0.2181  -0.407
C  -0.6139  0.7108  -1.4221  -0.635
C  0.6722  0.9765  -1.4402  0.611
O  1.8178  1.2196  -1.4718  -0.402
H  2.3241  -1.8619  0.5535  0.273
H  2.0395  -0.1362  1.2119  0.265
H  0.0285  0.7154  1.3591  0.388
H  -1.1747  -0.5221  1.7793  0.365
H  -2.0946  0.9866  0.1062  0.311
H  -1.9734  -0.6605  -0.5136  0.302
H  -1.1275  0.8563  -2.3675  0.326

The SMILES is C=NCCC=C=O. For the highest occupied orbital energy, the calculation gives -8.84 eV. For the frontier orbital gap, the calculation gives 0.3565 hartree. The spin multiplicity is 1. For the LUMO energy, the calculation gives 0.86 eV.

The following is a quantum chemistry calculation of a 3-piece molecular cluster, C17H11BBrClF23N2O4 overall, from OMol25.

Last column: Mulliken charge in e.
CARTESIAN COORDINATES (ANGSTROEM)
O  -0.1738  0.8149  -2.9431  -0.249
B  -0.2553  1.7441  -3.9067  0.485
O  0.6412  1.9620  -4.9063  -0.544
C  -1.4982  2.7801  -3.7804  0.168
C  -2.8345  2.5250  -4.1379  0.275
C  -3.1519  1.1162  -4.6099  0.938
F  -2.8542  0.2301  -3.6426  -0.271
F  -2.3035  0.8756  -5.6450  -0.313
C  -4.5846  0.7994  -5.1157  0.305
F  -4.5516  -0.4485  -5.5791  -0.283
F  -4.8532  1.6466  -6.1270  -0.263
C  -5.7148  0.9133  -4.0169  0.732
F  -6.6044  1.8463  -4.3804  -0.226
F  -6.3248  -0.2497  -3.8347  -0.227
F  -5.1665  1.3083  -2.8461  -0.220
C  -3.7380  3.5474  -4.1341  -0.079
C  -3.2995  4.8269  -3.7178  -0.268
Br  -4.4705  6.2563  -3.6704  -0.045
N  -2.0669  5.0493  -3.3476  -1.049
N  -1.2384  4.0257  -3.4064  0.848
Cl  0.3295  4.4190  -2.9027  0.065
H  0.6124  0.2556  -3.0392  0.272
H  0.4913  1.5426  -5.7600  0.341
H  -4.7724  3.4355  -4.4299  0.577
C  -0.0792  0.1635  0.6444  -1.035
C  0.4987  -1.0875  -0.0244  1.018
C  -0.4736  -2.0077  -0.7710  0.259
F  -1.3478  -2.5585  0.0886  -0.227
F  0.2371  -2.9905  -1.3641  -0.273
F  1.2264  -1.8082  0.8455  -0.235
F  1.3522  -0.6186  -1.0012  -0.341
O  -0.3273  0.0562  2.0196  -0.354
C  -1.5357  -0.3338  2.5118  0.855
C  -1.3731  -1.5447  3.4406  0.309
F  -0.8133  -2.5638  2.7547  -0.217
F  -2.5908  -1.9257  3.8705  -0.267
F  -2.4244  -0.5827  1.5329  -0.307
F  -2.0329  0.6736  3.2645  -0.318
H  0.7095  0.9112  0.5610  0.485
H  -0.9496  0.5227  0.0928  0.404
H  -1.0158  -1.4461  -1.5383  0.091
H  -0.7408  -1.2771  4.2890  0.164
C  3.0580  -1.9636  4.6483  -0.734
C  3.3386  -0.6838  3.8561  0.895
C  3.9785  -0.8459  2.4734  0.387
F  5.2209  -1.3490  2.5841  -0.251
F  4.0568  0.3769  1.8904  -0.272
F  4.0450  0.1910  4.5916  -0.286
F  2.1098  -0.1280  3.5954  -0.265
O  4.0161  -2.2903  5.6233  -0.425
C  5.0664  -3.1128  5.3472  0.819
C  6.3996  -2.4348  5.6971  0.185
F  6.5374  -1.3046  4.9756  -0.222
F  7.4052  -3.2763  5.3807  -0.252
F  5.0571  -3.5340  4.0708  -0.289
F  4.9672  -4.2028  6.1416  -0.305
H  2.1480  -1.7524  5.2088  0.341
H  2.8567  -2.7962  3.9734  0.397
H  3.3705  -1.4976  1.8431  0.046
H  6.4309  -2.2004  6.7623  0.251

For the highest occupied orbital energy, the calculation gives -13.05 eV. Its total charge is +1. For the frontier orbital gap, the calculation gives 0.2726 hartree. The spin multiplicity is 1. For the LUMO energy, the calculation gives -5.63 eV.

The following is a quantum chemistry calculation of a 3-piece molecular cluster, C19H40I2O2P overall at a distorted geometry, from OMol25.

Last column: Mulliken charge in e.
CARTESIAN COORDINATES (ANGSTROEM)
C  0.8048  1.5794  -1.4458  -0.019
C  -0.3953  1.8613  -1.6126  -0.820
C  -1.9794  1.8435  -1.7402  0.491
C  -2.5551  2.6074  -3.0425  -0.414
O  -3.7894  1.9929  -3.5263  -0.427
P  -4.0748  0.6626  -2.4239  1.221
C  -6.0331  0.7362  -2.4888  -0.963
I  -6.7333  -1.1789  -1.6274  -0.038
C  -6.6281  1.9047  -1.5814  -0.431
C  -8.2029  2.0455  -1.8516  -0.970
I  -6.4649  1.4899  0.5809  0.052
O  -2.3814  0.4934  -1.9301  -0.208
H  1.7962  1.1542  -1.1558  0.164
H  -2.2812  2.3864  -0.8018  0.126
H  -2.8967  3.5981  -2.6018  0.216
H  -1.8576  2.7486  -3.9139  0.302
H  -4.2249  1.7256  -1.4433  -0.279
H  -4.3045  -0.2758  -1.3371  -0.546
H  -3.9553  -0.3612  -3.4438  -0.269
H  -6.4088  0.8267  -3.5559  0.556
H  -6.1351  2.8900  -1.8430  0.437
H  -8.4092  2.6670  -2.7672  0.307
H  -8.7137  1.0526  -1.9810  0.252
H  -8.6428  2.5128  -0.9184  0.350
C  -2.8459  -1.6917  0.9490  -0.933
C  -1.3891  -1.3487  0.6680  0.163
C  -0.4062  -2.3918  1.2044  -0.765
C  -0.4203  -2.5716  2.7251  -0.837
C  -0.1363  -1.3002  3.5251  -0.512
C  1.2491  -0.7258  3.2599  -0.987
H  -3.0511  -1.7448  2.0221  0.303
H  -3.5003  -0.9275  0.5246  -0.059
H  -3.1123  -2.6523  0.4996  0.285
H  -1.1586  -0.3598  1.0759  0.134
H  -1.2549  -1.2685  -0.4144  0.205
H  0.6037  -2.1262  0.8750  0.197
H  -0.6305  -3.3591  0.7402  0.439
H  0.3242  -3.3331  2.9883  0.416
H  -1.3869  -2.9778  3.0391  0.325
H  -0.2210  -1.5341  4.5918  0.369
H  -0.8947  -0.5400  3.3179  0.329
H  2.0263  -1.4532  3.5104  0.272
H  1.4121  0.1677  3.8681  0.431
H  1.3715  -0.4381  2.2133  0.139
C  5.2214  0.0105  2.7111  -1.269
C  4.7602  0.3879  1.3087  -0.310
C  4.8591  -0.7677  0.3106  -0.437
C  6.2775  -1.2927  0.0712  -0.873
C  7.2772  -0.2470  -0.4241  -0.373
C  6.9015  0.3452  -1.7769  -1.161
H  6.2729  -0.2853  2.7261  0.363
H  5.1087  0.8607  3.3880  0.384
H  4.6254  -0.8168  3.1046  0.224
H  5.3298  1.2521  0.9537  0.324
H  3.7158  0.7129  1.3613  0.293
H  4.4182  -0.4520  -0.6395  0.270
H  4.2395  -1.5968  0.6698  0.293
H  6.2228  -2.1077  -0.6594  0.380
H  6.6631  -1.7422  0.9918  0.355
H  8.2609  -0.7203  -0.5103  0.360
H  7.3878  0.5557  0.3111  0.234
H  6.8380  -0.4363  -2.5380  0.294
H  7.6551  1.0689  -2.0967  0.370
H  5.9423  0.8653  -1.7380  0.273

For the highest occupied orbital energy, the calculation gives -4.42 eV. Its total charge is -1. For the frontier orbital gap, the calculation gives 0.2533 hartree. The spin multiplicity is 1. For the LUMO energy, the calculation gives 2.47 eV.

The following is a quantum chemistry calculation of a single C2H3N2OP molecule at a distorted geometry, from OMol25.

Last column: Mulliken charge in e.
CARTESIAN COORDINATES (ANGSTROEM)
O  -0.1661  0.3678  -1.0856  -0.488
C  -1.0071  1.2157  -0.7376  0.202
N  -1.2908  1.3750  0.5763  -0.607
N  -0.5028  0.5737  1.2415  0.038
C  0.3105  -0.1764  0.7204  0.577
P  1.6631  -1.2321  0.5374  -0.215
H  -1.5167  1.9674  -1.4860  0.327
H  1.2010  -1.5502  -0.7731  0.098
H  1.3089  -2.5410  1.0067  0.069

The SMILES is O=C/N=N\C#[PH2]. For the highest occupied orbital energy, the calculation gives -9.23 eV. For the frontier orbital gap, the calculation gives 0.3377 hartree. The spin multiplicity is 1. For the LUMO energy, the calculation gives -0.04 eV.

The following is a quantum chemistry calculation of a single I4Si molecule, from OMol25.

Last column: Mulliken charge in e.
CARTESIAN COORDINATES (ANGSTROEM)
I  2.2871  0.2303  0.7928  -0.020
Si  -0.0489  -0.0509  -0.0014  0.041
I  0.1273  -0.4301  -2.4241  0.000
I  -1.1632  2.1428  0.4690  -0.024
I  -1.2023  -1.8921  1.1637  0.003

The SMILES is I[Si](I)(I)I. For the highest occupied orbital energy, the calculation gives -9.73 eV. For the frontier orbital gap, the calculation gives 0.3089 hartree. The spin multiplicity is 1. For the LUMO energy, the calculation gives -1.33 eV.

The following is a quantum chemistry calculation of F6Li3N3O12S6 as an isolated structure at a distorted geometry, from OMol25.

Last column: Mulliken charge in e.
CARTESIAN COORDINATES (ANGSTROEM)
Li  0.4209  1.9041  -1.5659  0.906
Li  -0.2273  -0.1220  -0.0690  1.125
Li  -0.5029  0.0374  2.8172  0.956
N  1.3874  0.2547  -1.2476  -0.385
S  2.8577  1.0360  -1.5100  1.043
O  2.5453  2.3132  -2.0587  -0.705
O  3.9602  0.3121  -1.9394  -0.476
F  3.1483  1.2881  0.0078  -0.209
S  1.5907  -1.0886  -2.1274  1.008
O  2.3874  -2.0421  -1.4753  -0.495
O  1.7594  -0.8199  -3.4997  -0.581
F  0.1158  -1.6341  -1.9427  -0.228
N  -0.3417  -1.3640  1.4320  -0.538
S  -1.5866  -2.3515  0.9914  1.151
O  -1.3246  -3.7107  1.1365  -0.552
O  -2.1805  -1.8018  -0.1698  -0.553
F  -2.5571  -1.9584  2.1693  -0.255
S  0.8772  -2.3575  1.9472  1.088
O  1.4444  -3.2247  1.0022  -0.472
O  0.6334  -2.7330  3.2949  -0.557
F  1.8987  -1.1218  2.0938  -0.261
N  -1.1125  1.6084  -0.2906  -0.371
S  -2.6720  1.7786  -0.8626  1.057
O  -2.7937  2.8564  -1.7584  -0.538
O  -3.5805  1.4967  0.1742  -0.546
F  -2.6241  0.5026  -1.7594  -0.192
S  -1.0627  2.5407  1.0434  1.086
O  -1.2347  1.7768  2.2498  -0.735
O  -1.6985  3.7804  0.9397  -0.543
F  0.4723  2.8436  0.9769  -0.226

For the highest occupied orbital energy, the calculation gives -11.57 eV. For the frontier orbital gap, the calculation gives 0.3950 hartree. The spin multiplicity is 1. For the LUMO energy, the calculation gives -0.82 eV.

The following is a quantum chemistry calculation of an isolated ion of composition H2NO5PS and charge -2 at a distorted geometry, from OMol25.

Last column: Mulliken charge in e.
CARTESIAN COORDINATES (ANGSTROEM)
N  0.6571  1.0310  -1.1588  -0.854
P  -0.1454  1.0930  0.3716  0.822
O  -1.3839  1.8971  0.1408  -0.728
O  0.7646  1.4613  1.4858  -0.715
S  -0.3711  -1.2171  0.4839  0.867
O  -1.4183  -1.7933  1.4081  -0.717
O  0.9642  -1.7412  0.8992  -0.669
O  -0.6252  -1.4851  -0.9461  -0.709
H  0.0355  0.2835  -1.5363  0.396
H  1.5224  0.4709  -1.1482  0.307

The SMILES is N[P@](=O)([O-])S(=O)(=O)[O-]. For the highest occupied orbital energy, the calculation gives -0.62 eV. Its total charge is -2. For the frontier orbital gap, the calculation gives 0.2704 hartree. The spin multiplicity is 1. For the LUMO energy, the calculation gives 6.74 eV.

The following is a quantum chemistry calculation of a single FH3OSi molecule at a distorted geometry, from OMol25.

Last column: Mulliken charge in e.
CARTESIAN COORDINATES (ANGSTROEM)
O  0.2417  0.0663  -1.1833  -0.467
Si  0.0021  -0.1396  0.4086  0.629
F  -0.4663  -1.5904  0.9688  -0.279
H  -0.1650  0.7213  -1.7200  0.334
H  1.3476  -0.0064  0.9441  -0.101
H  -0.9600  0.9488  0.5818  -0.116

The SMILES is O[SiH2]F. For the highest occupied orbital energy, the calculation gives -11.45 eV. For the frontier orbital gap, the calculation gives 0.4497 hartree. The spin multiplicity is 1. For the LUMO energy, the calculation gives 0.78 eV.

The following is a quantum chemistry calculation of a single C20H23N3O3 molecule, from OMol25.

Last column: Mulliken charge in e.
CARTESIAN COORDINATES (ANGSTROEM)
C  -1.9784  1.2487  2.2703  -1.306
C  -2.8120  0.8884  1.0730  1.010
C  -4.1933  0.7700  1.1504  -0.833
C  -4.9075  0.4533  0.0081  -0.397
N  -4.3511  0.2607  -1.1842  -0.652
C  -3.0268  0.3770  -1.2793  0.452
C  -2.4255  0.2052  -2.6456  -0.753
C  -2.2292  0.6727  -0.1733  0.481
C  -0.7427  0.8127  -0.3407  -0.103
O  -0.2130  1.8560  -0.6855  -0.669
N  -0.0265  -0.3078  -0.0735  0.109
C  1.4214  -0.3046  -0.1552  -1.197
C  1.9257  -0.2919  -1.6049  -0.556
C  1.5437  -1.5565  -2.3713  -0.936
C  2.2325  -2.7503  -1.7733  0.855
C  1.6008  -3.9804  -1.6298  -0.796
C  2.2596  -5.0505  -1.0450  -0.561
C  3.5587  -4.8872  -0.5824  -0.652
C  4.1861  -3.6582  -0.7090  -0.806
C  3.5343  -2.5863  -1.3090  0.772
C  4.2593  -1.2781  -1.4781  -1.112
N  3.3714  -0.1259  -1.6395  0.189
C  3.9947  1.0861  -1.7393  0.657
O  5.2073  1.1690  -1.7354  -0.659
C  3.1085  2.3272  -1.8851  -0.337
O  3.8354  3.4959  -1.6053  -0.544
H  -1.3430  2.1077  2.0506  0.325
H  -2.6082  1.4898  3.1244  0.414
H  -1.3219  0.4240  2.5548  0.288
H  -4.7088  0.9276  2.0889  0.398
H  -5.9864  0.3507  0.0512  0.372
H  -2.1542  1.1779  -3.0606  0.264
H  -1.5165  -0.3980  -2.6154  -0.007
H  -3.1509  -0.2664  -3.3033  0.411
H  -0.5168  -1.1376  0.2128  0.364
H  1.8025  0.5827  0.3534  0.330
H  1.7987  -1.1853  0.3653  0.637
H  1.4677  0.5608  -2.1028  0.869
H  0.4608  -1.6905  -2.3517  -0.102
H  1.8337  -1.4265  -3.4178  0.468
H  0.5823  -4.0979  -1.9831  0.406
H  1.7600  -6.0050  -0.9430  0.395
H  4.0787  -5.7134  -0.1157  0.388
H  5.1958  -3.5256  -0.3373  0.430
H  4.9228  -1.1064  -0.6278  0.470
H  4.9155  -1.3308  -2.3523  0.422
H  2.6833  2.3314  -2.8952  0.286
H  2.2658  2.2852  -1.1924  0.160
H  4.1043  3.9150  -2.4249  0.357

The SMILES is Cc1ccnc(C)c1C(=O)NC[C@@H]1Cc2ccccc2CN1C(=O)CO. For the highest occupied orbital energy, the calculation gives -9.11 eV. For the frontier orbital gap, the calculation gives 0.3518 hartree. The spin multiplicity is 1. For the LUMO energy, the calculation gives 0.47 eV.

The following is a quantum chemistry calculation of a single H6NP3 molecule at a distorted geometry, from OMol25.

Last column: Mulliken charge in e.
CARTESIAN COORDINATES (ANGSTROEM)
N  -0.1236  1.7684  -0.6220  -0.595
P  -0.0945  0.1382  0.2936  0.191
P  1.5424  -1.2040  -0.2695  -0.085
P  -1.9507  -0.8576  -0.0901  -0.178
H  0.7934  2.1659  -0.4363  0.165
H  -0.0562  0.1350  1.7012  0.120
H  2.4527  -0.1538  -0.1505  0.079
H  1.7799  -1.6445  1.0315  0.073
H  -1.7402  -0.7152  -1.4576  0.112
H  -2.6031  0.3675  -0.0004  0.117

The SMILES is N=[PH](P)P. For the highest occupied orbital energy, the calculation gives -8.12 eV. For the frontier orbital gap, the calculation gives 0.3190 hartree. The spin multiplicity is 1. For the LUMO energy, the calculation gives 0.56 eV.

The following is a quantum chemistry calculation of a 2-piece molecular cluster, CH2N2O3S overall at a distorted geometry, from OMol25.

Last column: Mulliken charge in e.
CARTESIAN COORDINATES (ANGSTROEM)
C  0.8543  -0.3624  -0.1628  0.129
N  -2.0431  0.2858  2.1693  -0.124
N  -0.9625  0.1086  2.1958  0.132
O  -0.6799  1.0148  -1.3767  -0.599
O  1.6668  0.2764  -1.1542  -0.344
O  -0.1596  -1.1553  -0.5509  -0.439
S  0.5125  1.3098  -0.5930  0.476
H  1.5283  -0.7479  0.6724  0.378
H  -0.7168  -0.7297  -1.1999  0.392

For the highest occupied orbital energy, the calculation gives -10.23 eV. For the frontier orbital gap, the calculation gives 0.3949 hartree. The spin multiplicity is 1. For the LUMO energy, the calculation gives 0.51 eV.